A cluster of 2 separate species, CH5N3O3S in total in a non-equilibrium geometry, computed with the ωB97M-V functional and the def2-TZVPD basis.

CARTESIAN COORDINATES (ANGSTROEM)
1 N 0.990 0.119 0.864
2 S 0.351 1.385 0.236
3 O 0.829 2.691 0.532
4 O -1.288 1.516 0.421
5 O 0.526 1.183 -1.299
6 H 1.584 0.433 1.650
7 H -1.417 2.344 0.975
8 H 0.563 0.233 -1.535
9 N 0.350 -1.368 -1.497
10 C -0.214 -1.449 -0.382
11 N -1.144 -1.503 0.337
12 H 1.116 -1.824 -1.803
13 H -1.265 -0.885 1.198

* energy above the lowest of the compared OMol25 structures with the same formula, charge and spin: 183.4 kJ/mol
* HOMO: -0.375 hartree
* SMILES string: N=S(=O)(O)O.N=C=N
* gap between HOMO and LUMO: 10.578 eV
* max |F|: 4.83 eV/A

The molecule C7H15N in a non-equilibrium geometry, computed with the ωB97M-V functional and the def2-TZVPD basis.

CARTESIAN COORDINATES (ANGSTROEM)
1 C 2.341 1.551 0.022
2 C 2.969 0.333 -0.642
3 C 0.820 1.279 0.295
4 N 0.199 0.985 -1.101
5 C -1.398 -0.903 0.782
6 C -2.218 -2.221 0.827
7 C -2.000 0.206 -0.031
8 C -1.193 0.684 -1.182
9 H 2.345 2.379 -0.661
10 H 2.987 1.724 0.971
11 H 3.862 0.645 -1.152
12 H 2.256 -0.285 -1.186
13 H 3.217 -0.480 0.136
14 H 0.365 2.147 0.626
15 H 0.684 0.380 0.974
16 H -1.123 -0.814 1.798
17 H -0.500 -1.122 0.162
18 H -1.897 -2.934 0.108
19 H -3.359 -2.287 0.739
20 H -1.921 -2.822 1.783
21 H -3.068 0.541 -0.186
22 H -1.652 -0.412 -1.352
23 H -1.718 1.426 -1.733

* energy above the lowest of the compared OMol25 structures with the same formula, charge and spin: 598.4 kJ/mol
* HOMO: -0.277 hartree
* gap between HOMO and LUMO: 7.341 eV
* max |F|: 6.44 eV/A

A structure of composition C4H8N2O2 in a non-equilibrium geometry, computed with the ωB97M-V functional and the def2-TZVPD basis.

CARTESIAN COORDINATES (ANGSTROEM)
1 O -2.848 1.200 0.742
2 C -2.153 0.197 0.467
3 C -0.788 0.372 -0.116
4 C 0.057 -0.931 -0.075
5 C 1.403 -0.620 -0.656
6 N 2.427 -0.389 0.278
7 O 1.685 -0.655 -1.834
8 N -0.215 1.597 0.070
9 H -2.518 -0.745 0.883
10 H -1.855 0.085 -0.734
11 H -0.493 -1.655 -0.666
12 H 0.060 -1.144 0.994
13 H 2.306 -0.949 1.119
14 H 3.300 -0.507 -0.203
15 H -0.884 2.311 0.310
16 H 0.515 1.835 -0.582

* energy above the lowest of the compared OMol25 structures with the same formula, charge and spin: 331.9 kJ/mol
* HOMO: -0.319 hartree
* gap between HOMO and LUMO: 9.185 eV
* max |F|: 3.98 eV/A

A cluster of 12 separate species, C4H33N2O13 in total in a non-equilibrium geometry, computed with the ωB97M-V functional and the def2-TZVPD basis.

CARTESIAN COORDINATES (ANGSTROEM)
1 N -1.389 0.504 -1.929
2 C -0.993 -0.701 -1.062
3 C 0.295 -0.395 -0.346
4 N 0.890 -1.275 0.465
5 C 0.272 -2.545 0.950
6 C -0.001 -2.417 2.453
7 O 1.190 -2.087 3.119
8 O 0.876 0.675 -0.560
9 H -2.007 1.138 -1.388
10 H -1.900 0.206 -2.777
11 H -0.595 0.992 -2.279
12 H -1.864 -0.976 -0.407
13 H -0.891 -1.583 -1.824
14 H 1.722 -1.047 0.952
15 H -0.687 -2.767 0.426
16 H 0.974 -3.420 0.698
17 H -0.408 -3.389 2.858
18 H -0.664 -1.632 2.713
19 H 1.826 -2.844 3.217
20 H 0.472 1.428 3.146
21 H -0.308 2.588 3.642
22 O -0.255 2.020 2.938
23 H 3.544 0.498 -2.701
24 H 2.328 0.425 -1.683
25 O 2.589 0.378 -2.633
26 H -1.726 1.234 2.564
27 H -2.649 1.383 1.305
28 O -2.599 0.940 2.156
29 H -3.184 2.992 -0.216
30 H -1.650 2.737 0.113
31 O -2.545 2.318 -0.164
32 H -2.613 -0.710 1.699
33 H -3.411 -1.950 1.591
34 O -2.555 -1.582 1.372
35 H 1.649 -2.486 -3.582
36 H 1.654 -1.005 -3.139
37 O 1.096 -1.781 -3.237
38 H 3.492 1.589 1.146
39 H 2.269 1.010 0.510
40 O 3.016 0.789 1.063
41 H -0.107 2.714 1.426
42 H 0.292 2.271 -0.028
43 O -0.133 2.988 0.447
44 H 1.512 -0.430 3.480
45 H 2.341 0.551 2.666
46 O 1.818 0.528 3.456
47 H 1.401 1.416 -3.217
48 H 0.703 2.865 -3.330
49 O 0.490 1.912 -3.322
50 H -1.652 -1.368 -4.891
51 H -0.502 -1.466 -3.889
52 O -1.423 -1.235 -3.968

* energy above the lowest of the compared OMol25 structures with the same formula, charge and spin: 70.2 kJ/mol
* HOMO: -0.497 hartree
* total charge: +1
* gap between HOMO and LUMO: 11.089 eV
* max |F|: 3.64 eV/A

The molecule C9H7BrOS2 in a non-equilibrium geometry, computed with the ωB97M-V functional and the def2-TZVPD basis.

CARTESIAN COORDINATES (ANGSTROEM)
1 O 0.052 3.042 3.342
2 C 0.819 2.700 2.499
3 C 0.306 1.694 1.432
4 Br 0.248 3.122 -0.174
5 C -1.048 1.128 1.641
6 C -1.134 -0.098 1.182
7 C 0.045 -0.855 0.714
8 C 0.016 -1.333 -0.746
9 C -0.073 -0.586 -1.929
10 C 0.178 -1.398 -3.044
11 C 0.388 -2.709 -2.719
12 S 0.288 -3.011 -1.053
13 S 1.386 0.351 1.072
14 H 1.934 2.779 2.699
15 H -1.753 1.729 2.018
16 H -2.142 -0.694 1.052
17 H 0.225 -1.664 1.432
18 H -0.257 0.490 -1.875
19 H -0.103 -1.249 -4.070
20 H 0.627 -3.438 -3.472

* energy above the lowest of the compared OMol25 structures with the same formula, charge and spin: 0.0 kJ/mol
* HOMO: -0.328 hartree
* SMILES string: O=C[C@]1(Br)C=C[C@@H](c2cccs2)S1
* gap between HOMO and LUMO: 8.655 eV
* max |F|: 4.47 eV/A

A structure of composition C36H34N8O4SY, computed with the ωB97M-V functional and the def2-TZVPD basis.

CARTESIAN COORDINATES (ANGSTROEM)
1 Y 0.899 2.123 -0.441
2 C -2.546 4.893 -0.957
3 C -1.077 4.592 -0.926
4 O -0.771 3.332 -1.069
5 C -0.145 5.577 -0.764
6 C 1.283 5.405 -0.774
7 C 2.121 6.645 -0.902
8 N 1.834 4.228 -0.691
9 N 3.244 4.242 -0.732
10 C 3.686 3.055 -0.995
11 O 2.930 2.008 -1.210
12 C 5.157 2.823 -1.005
13 C 5.657 1.559 -1.293
14 C 7.026 1.332 -1.298
15 C 7.903 2.368 -1.015
16 C 7.408 3.633 -0.727
17 C 6.043 3.861 -0.722
18 H -2.957 4.577 -1.917
19 H -2.762 5.949 -0.810
20 H -3.054 4.311 -0.186
21 H -0.504 6.594 -0.699
22 H 1.493 7.526 -0.997
23 H 2.777 6.561 -1.768
24 H 2.779 6.745 -0.038
25 H 4.968 0.757 -1.517
26 H 7.406 0.346 -1.528
27 H 8.971 2.194 -1.022
28 H 8.089 4.445 -0.510
29 H 5.652 4.845 -0.503
30 N -5.200 -2.483 -1.654
31 C -6.090 -3.469 -1.271
32 C -7.106 -4.131 -1.956
33 C -7.811 -5.075 -1.240
34 C -7.520 -5.354 0.108
35 C -6.513 -4.695 0.777
36 C -5.789 -3.734 0.069
37 N -4.738 -2.933 0.487
38 C -4.420 -2.223 -0.558
39 C -3.324 -1.246 -0.561
40 C -2.546 -1.110 0.585
41 C -1.487 -0.225 0.572
42 N -1.174 0.523 -0.493
43 C -1.945 0.423 -1.576
44 C -3.016 -0.450 -1.659
45 H -5.134 -2.063 -2.563
46 H -7.336 -3.921 -2.991
47 H -8.612 -5.615 -1.727
48 H -8.102 -6.106 0.622
49 H -6.283 -4.909 1.810
50 H -2.759 -1.700 1.464
51 H -0.847 -0.121 1.441
52 H -1.706 1.077 -2.406
53 H -3.583 -0.479 -2.580
54 N 1.104 2.333 5.382
55 C 1.239 3.030 4.055
56 C 0.930 1.980 2.975
57 O 0.631 0.854 3.358
58 O 1.038 2.422 1.800
59 H 1.267 2.952 6.177
60 H 1.754 1.545 5.424
61 H 0.172 1.915 5.453
62 H 2.251 3.418 3.973
63 H 0.534 3.858 4.034
64 S 2.522 -4.876 -0.641
65 C 2.193 -3.125 -0.583
66 C 1.922 -2.417 -1.745
67 C 1.613 -1.071 -1.648
68 N 1.558 -0.421 -0.487
69 C 1.858 -1.093 0.626
70 C 2.185 -2.438 0.624
71 C 0.960 -5.417 0.029
72 C 0.873 -5.877 1.335
73 C -0.365 -6.283 1.815
74 N -1.482 -6.249 1.098
75 C -1.385 -5.815 -0.154
76 C -0.197 -5.397 -0.736
77 H 1.939 -2.906 -2.709
78 H 1.390 -0.499 -2.542
79 H 1.806 -0.541 1.557
80 H 2.408 -2.948 1.551
81 H 1.750 -5.926 1.966
82 H -0.456 -6.647 2.832
83 H -2.302 -5.803 -0.733
84 H -0.179 -5.066 -1.766

* energy above the lowest of the compared OMol25 structures with the same formula, charge and spin: 72.0 kJ/mol
* HOMO: -0.347 hartree
* total charge: +1
* gap between HOMO and LUMO: 6.449 eV
* max |F|: 0.61 eV/A

A structure of composition C8H36BMgN16O8 in a non-equilibrium geometry, computed with the ωB97M-V functional and the def2-TZVPD basis.

CARTESIAN COORDINATES (ANGSTROEM)
1 Mg 1.528 -0.109 1.377
2 B -0.273 -0.202 0.386
3 H -0.140 -1.112 0.949
4 H -1.148 -0.236 -0.245
5 H -0.315 0.675 1.014
6 H 0.563 -0.159 -0.295
7 C 1.738 3.251 -3.593
8 O 2.642 4.071 -3.949
9 N 1.098 2.397 -4.399
10 N 1.619 2.720 -2.389
11 H 0.572 1.665 -3.944
12 H 1.657 2.142 -5.200
13 H 1.081 1.871 -2.283
14 H 2.291 3.036 -1.705
15 C 1.423 2.913 1.715
16 O 1.552 1.825 1.161
17 N 2.400 3.712 1.728
18 N 0.338 3.428 2.164
19 H 3.293 3.329 1.451
20 H 2.278 4.413 2.445
21 H -0.493 2.859 2.095
22 H 0.418 4.374 2.508
23 C -3.048 2.641 0.282
24 O -4.105 3.210 0.313
25 N -1.969 3.271 -0.173
26 N -2.838 1.355 0.439
27 H -0.982 3.056 -0.187
28 H -2.326 4.149 -0.523
29 H -3.602 0.745 0.696
30 H -1.896 1.004 0.345
31 C 3.347 -0.235 -1.198
32 O 2.877 -0.088 -0.095
33 N 3.964 0.627 -2.041
34 N 3.161 -1.356 -1.751
35 H 4.188 0.280 -2.962
36 H 4.044 1.583 -1.725
37 H 3.347 -1.338 -2.743
38 H 2.865 -2.163 -1.220
39 C 1.443 -3.261 1.623
40 O 1.788 -2.084 1.671
41 N 2.190 -4.251 1.831
42 N 0.245 -3.588 1.324
43 H 3.185 -4.109 1.725
44 H 1.846 -5.134 2.180
45 H -0.062 -4.549 1.271
46 H -0.334 -2.789 1.108
47 C -0.587 -0.537 -3.328
48 O -0.350 0.610 -3.066
49 N -0.697 -1.454 -2.506
50 N -0.818 -0.997 -4.482
51 H -0.362 -1.290 -1.567
52 H -0.865 -2.337 -2.968
53 H -0.840 -1.980 -4.714
54 H -1.077 -0.272 -5.136
55 C -3.891 -2.080 0.252
56 O -4.376 -0.980 0.578
57 N -2.709 -2.199 0.018
58 N -4.476 -3.205 0.361
59 H -2.439 -3.141 -0.224
60 H -2.094 -1.404 -0.083
61 H -5.450 -3.110 0.614
62 H -4.048 -4.027 0.763
63 C -0.444 -0.534 3.965
64 O 0.436 -0.162 3.185
65 N -0.341 -0.469 5.242
66 N -1.497 -1.136 3.601
67 H 0.385 0.175 5.521
68 H -1.072 -0.615 5.924
69 H -2.185 -1.467 4.262
70 H -1.652 -1.225 2.607

* energy above the lowest of the compared OMol25 structures with the same formula, charge and spin: 637.7 kJ/mol
* HOMO: -0.395 hartree
* total charge: +1
* gap between HOMO and LUMO: 8.081 eV
* max |F|: 10.86 eV/A

The molecule C11H8F3NO4 in a non-equilibrium geometry, computed with the ωB97M-V functional and the def2-TZVPD basis.

CARTESIAN COORDINATES (ANGSTROEM)
1 O -2.729 -3.057 0.865
2 C -2.248 -2.574 -0.128
3 O -1.642 -3.299 -1.074
4 C -2.229 -1.132 -0.453
5 C -2.822 -0.246 0.343
6 C -2.925 1.201 0.018
7 O -3.995 1.750 -0.112
8 N -1.759 1.879 -0.210
9 C -0.440 1.495 0.027
10 C -0.096 0.637 1.069
11 C 1.223 0.278 1.269
12 C 2.205 0.796 0.440
13 O 3.560 0.451 0.667
14 C 3.986 -0.602 0.002
15 F 3.910 -0.469 -1.337
16 F 3.306 -1.732 0.277
17 F 5.259 -0.836 0.295
18 C 1.887 1.676 -0.581
19 C 0.566 2.026 -0.781
20 H -1.654 -4.241 -0.843
21 H -1.701 -0.860 -1.355
22 H -3.383 -0.591 1.202
23 H -1.892 2.798 -0.616
24 H -0.857 0.254 1.730
25 H 1.495 -0.391 2.070
26 H 2.666 2.077 -1.209
27 H 0.308 2.711 -1.574

* HOMO: -0.340 hartree
* SMILES string: O=C(O)/C=C/C(=O)Nc1ccc(OC(F)(F)F)cc1
* gap between HOMO and LUMO: 8.972 eV
* max |F|: 1.86 eV/A